Entry 1:
{"formula": "C5H23NO6", "method": "wB97M-V/def2-TZVPD", "symbols": ["C", "N", "C", "C", "C", "C", "O", "H", "H", "H", "H", "H", "H", "H", "H", "H", "H", "H", "H", "H", "H", "H", "O", "H", "H", "O", "H", "H", "O", "H", "H", "O", "H", "H", "O"], "xyz": [[-3.0318, 0.0358, 0.4752], [-1.9565, -0.8311, 0.8031], [0.7859, 0.7070, -1.5106], [-0.2610, 0.6980, -0.3949], [-0.8089, -0.6967, -0.1339], [0.2712, -1.6866, 0.2877], [0.8889, -1.1524, 1.4555], [-4.0666, -0.3483, 0.6435], [-3.2227, 0.1614, -0.6102], [-3.1999, 1.0784, 0.7970], [-1.6452, -0.6445, 1.7546], [0.7579, -0.2067, -2.1216], [0.4047, 1.3484, -2.3180], [1.8080, 0.9932, -1.3149], [0.1369, 1.1383, 0.5349], [-1.0175, 1.4637, -0.5737], [-1.3663, -0.9694, -1.0457], [0.9064, -2.0809, -0.5124], [-0.2077, -2.6033, 0.6531], [1.4291, -0.4027, 1.2088], [2.6307, -1.0960, -0.4515], [3.9043, -1.1754, -1.4027], [3.2758, -1.6710, -0.8807], [2.1857, -0.0250, 3.7827], [1.5527, 1.2377, 3.7380], [2.2134, 0.7633, 3.2324], [-1.7868, 3.7647, -1.8246], [-0.7557, 2.9489, -2.4096], [-1.7059, 2.9536, -2.3359], [-0.8583, -3.8507, -1.3778], [-2.1557, -3.1296, -1.3949], [-1.5271, -3.5768, -1.9928], [1.7399, 3.6023, 1.5784], [1.0382, 2.6534, 0.7125], [1.0145, 3.5851, 0.9576]], "forces_ev_per_angstrom": [[-3.7, 0.9, -1.7], [1.1, 0.7, 0.7], [-1.3, 0.0, -1.8], [0.7, 0.9, 1.1], [-1.7, -0.4, -0.6], [-1.2, -0.6, 0.5], [0.5, -0.7, -0.3], [0.8, -0.6, 0.8], [1.1, -0.2, 0.0], [1.3, -0.1, 0.6], [0.0, -0.2, -0.1], [0.4, -0.3, 0.7], [0.4, 0.5, 0.3], [0.2, 0.0, 0.4], [0.3, -0.6, 0.1], [-0.4, -0.6, -0.5], [1.0, -0.3, -0.3], [0.4, 0.8, 0.1], [-0.2, 0.2, 0.0], [0.2, 0.4, 0.3], [0.5, 0.2, -0.4], [-0.1, 0.5, 0.0], [-0.2, -0.7, 0.3], [0.6, -0.7, -0.4], [-0.3, 0.9, -0.2], [-0.2, -0.1, 0.5], [-0.6, 0.1, 0.1], [0.7, -0.4, -0.4], [-0.1, 0.5, 0.2], [0.7, -0.4, 0.3], [0.2, -0.2, -0.5], [-0.9, 0.6, 0.2], [0.4, 0.4, 0.4], [-0.3, 0.0, -0.3], [0.0, -0.4, -0.1]], "homo_energy_ev": -9.08, "total_energy_ha": -710.4182, "total_charge": 0, "smiles": "CC[C@@H](CO)NC.O.O.O.O.O", "de_lowest_kcal_mol": 54.81}

Entry 2:
{"formula": "C29H39KN3OSiV", "method": "wB97M-V/def2-TZVPD", "symbols": ["N", "C", "O", "K", "V", "N", "N", "C", "C", "C", "C", "C", "C", "C", "C", "H", "H", "H", "H", "H", "H", "H", "H", "H", "H", "H", "H", "H", "H", "H", "H", "H", "H", "C", "H", "H", "H", "C", "H", "H", "H", "C", "C", "C", "C", "C", "C", "Si", "C", "C", "C", "C", "C", "C", "C", "C", "C", "C", "C", "C", "H", "H", "H", "H", "H", "H", "H", "H", "H", "H", "H", "H", "H", "H", "H"], "xyz": [[2.3476, -0.3295, -1.4424], [3.4834, -0.7125, -1.1967], [4.5786, -1.0882, -0.9433], [-0.1388, 0.8016, -4.2991], [0.4438, -0.0330, -1.1840], [-0.4167, -1.5447, -1.8415], [0.0981, 1.6205, -2.0648], [0.0403, -2.9566, -1.6357], [0.8408, 2.9216, -2.2336], [0.8212, -3.3875, -2.8779], [-1.1361, -3.9082, -1.3753], [0.9337, -3.0629, -0.4034], [0.2653, 3.6981, -3.4406], [0.7134, 3.7837, -0.9770], [2.3024, 2.5799, -2.4875], [0.1837, -3.3868, -3.7733], [1.2214, -4.4025, -2.7425], [1.6656, -2.7075, -3.0648], [-1.7953, -3.4972, -0.6015], [-0.7518, -4.8710, -1.0100], [-1.7236, -4.1229, -2.2779], [1.8535, -2.4807, -0.4805], [1.2126, -4.1188, -0.2790], [0.3852, -2.7625, 0.4983], [0.6292, 3.3390, -4.4256], [0.6004, 4.7409, -3.3862], [-0.8361, 3.7250, -3.4287], [-0.3151, 4.1413, -0.8395], [1.3621, 4.6683, -1.0717], [1.0087, 3.2367, -0.0708], [2.7599, 2.0932, -1.6181], [2.8604, 3.5066, -2.6843], [2.4584, 1.9157, -3.3562], [-1.3036, 1.7013, -1.6573], [-1.5735, 0.7753, -1.1091], [-1.5152, 2.5480, -0.9882], [-2.0130, 1.7999, -2.5063], [-1.5558, -1.4384, -2.7908], [-2.3381, -2.1687, -2.5397], [-2.0752, -0.4623, -2.7455], [-1.2520, -1.6455, -3.8421], [-1.3594, 4.2544, 3.0679], [-0.0137, 3.9068, 2.9161], [0.3334, 2.6748, 2.3543], [-0.6620, 1.7783, 1.9210], [-2.0097, 2.1393, 2.0719], [-2.3556, 3.3712, 2.6367], [-0.1447, 0.1066, 1.2467], [1.3032, -0.3951, 2.3301], [2.6136, -0.1146, 1.9188], [3.7053, -0.5888, 2.6480], [3.4971, -1.2789, 3.8464], [2.1959, -1.4661, 4.3239], [1.1034, -0.9948, 3.5823], [-1.5598, -1.1487, 1.3358], [-1.4221, -2.3434, 2.0637], [-2.4864, -3.2437, 2.1822], [-3.6918, -2.9940, 1.5195], [-3.8246, -1.8398, 0.7432], [-2.7843, -0.9072, 0.6839], [-1.6313, 5.2103, 3.5169], [0.7746, 4.5907, 3.2375], [1.3875, 2.4001, 2.2750], [-2.7942, 1.4442, 1.7706], [-3.4095, 3.6366, 2.7413], [2.7913, 0.4871, 1.0223], [4.7153, -0.4170, 2.2734], [4.3495, -1.6611, 4.4119], [2.0205, -1.9846, 5.2666], [0.0925, -1.1082, 3.9823], [-0.4781, -2.5753, 2.5610], [-2.3634, -4.1374, 2.7952], [-4.5222, -3.6948, 1.6099], [-4.7482, -1.6443, 0.1936], [-2.9521, 0.0288, 0.1441]], "forces_ev_per_angstrom": [[-1.4, 0.2, 0.6], [1.6, -0.7, 0.6], [-2.7, 1.0, -0.7], [0.0, -0.4, -2.1], [2.5, -0.3, -2.7], [-0.5, 1.6, 0.1], [0.0, -1.0, 2.8], [0.5, -0.6, 0.2], [0.3, -0.1, -0.4], [0.1, 0.1, -0.4], [-0.4, 0.0, -0.2], [0.2, 0.0, 0.3], [0.0, 0.1, -0.2], [-0.1, 0.1, 0.2], [0.5, 0.2, -0.1], [0.1, -0.1, 0.2], [-0.2, 0.3, -0.1], [-0.1, -0.2, 0.1], [0.1, -0.1, -0.1], [0.0, 0.4, -0.1], [0.1, 0.0, 0.2], [-0.1, -0.2, 0.0], [0.0, 0.4, 0.0], [0.2, -0.1, -0.3], [-0.2, 0.1, 0.5], [-0.1, -0.2, 0.0], [0.3, 0.0, 0.0], [0.3, 0.0, 0.0], [-0.2, -0.3, 0.0], [0.0, 0.1, -0.3], [-0.1, 0.2, -0.2], [-0.2, -0.3, 0.0], [-0.1, 0.2, 0.3], [-0.1, 0.8, -0.1], [-0.3, 0.0, 0.1], [0.1, -0.4, 0.0], [0.2, -0.3, 0.2], [-0.2, 0.0, 0.0], [0.3, 0.2, 0.0], [0.4, -0.4, 0.0], [-0.1, 0.0, 0.6], [0.0, -0.2, -0.2], [0.1, -0.2, -0.1], [-0.2, 0.2, 0.1], [0.0, 0.2, -0.6], [0.0, 0.3, 0.0], [0.0, -0.1, 0.0], [-0.8, -0.3, 2.5], [0.4, 0.2, -0.6], [0.3, -0.4, 0.1], [0.0, 0.2, 0.1], [-0.1, 0.0, -0.2], [-0.1, 0.3, -0.3], [0.1, -0.4, 0.1], [-0.1, 0.1, -0.2], [-0.2, -0.1, 0.0], [0.0, 0.2, -0.1], [0.3, 0.0, 0.0], [0.0, 0.2, 0.0], [-0.1, -0.4, 0.1], [0.1, -0.3, -0.1], [-0.3, -0.2, 0.0], [-0.3, 0.1, 0.0], [0.1, 0.3, 0.1], [0.3, -0.1, 0.0], [0.0, -0.3, 0.2], [-0.3, 0.0, 0.2], [-0.3, 0.1, -0.2], [0.1, 0.2, -0.2], [0.4, 0.0, -0.1], [-0.4, 0.0, -0.2], [-0.1, 0.2, -0.2], [0.2, 0.2, -0.1], [0.2, -0.1, 0.3], [0.0, -0.3, 0.1]], "homo_energy_ev": [-13.97, -13.97], "total_energy_ha": -3200.8554, "total_charge": 2}

Entry 3:
{"formula": "C7H11O5S2", "method": "wB97M-V/def2-TZVPD", "symbols": ["C", "C", "C", "C", "C", "C", "C", "O", "O", "O", "O", "O", "S", "S", "H", "H", "H", "H", "H", "H", "H", "H", "H", "H", "H"], "xyz": [[0.2343, -0.3507, 2.4023], [1.3275, 0.3734, -1.6927], [-0.4006, -0.9363, 1.3888], [1.0846, -0.1661, -0.5024], [-0.0478, -0.6309, 3.8421], [2.6929, 0.7424, -2.1749], [-0.2103, -0.6302, -0.0186], [-3.2021, -0.1507, -0.5500], [-3.1237, 2.2759, -0.6970], [-2.0443, 0.9619, -2.4074], [-0.9252, -1.3648, -2.4324], [-1.1385, 1.0524, -0.1138], [-1.1272, -1.7062, -0.9681], [-2.4276, 1.0279, -0.8711], [0.9781, 0.4081, 2.2062], [0.5182, 0.5850, -2.3729], [-1.1949, -1.6452, 1.5855], [1.9083, -0.3386, 0.1849], [-0.6901, -1.5035, 3.9474], [0.8784, -0.8007, 4.3945], [-0.5528, 0.2245, 4.2961], [2.7353, 1.8082, -2.4015], [3.4531, 0.5102, -1.4303], [2.9235, 0.2000, -3.0937], [-1.6491, 0.0540, -2.5209]], "forces_ev_per_angstrom": [[-0.1, -0.2, -0.2], [0.1, 0.0, 0.1], [0.0, 0.1, 0.6], [0.3, 0.3, -0.2], [0.0, 0.0, -0.1], [-0.1, -0.1, 0.1], [-0.1, -1.3, -0.8], [-0.2, 0.1, -0.2], [0.1, 0.1, -0.3], [-0.2, 0.2, 0.4], [0.1, 0.0, -0.6], [-0.3, 0.5, -0.2], [1.1, -0.9, 1.1], [-1.0, 1.5, 0.7], [0.1, 0.2, -0.2], [-0.1, 0.0, 0.0], [-0.1, -0.1, 0.2], [0.1, 0.0, 0.0], [0.0, 0.0, 0.1], [0.0, 0.0, 0.1], [0.0, 0.0, 0.1], [0.1, 0.1, -0.1], [0.1, 0.0, 0.0], [0.1, 0.0, -0.1], [0.2, -0.4, -0.5]], "homo_energy_ev": [-3.83, -3.83], "total_energy_ha": -1445.9041, "total_charge": -1}